Formula: C42H57AsF3GeN2O3STi
Source: the Open Molecules 2025 dataset
Level of theory: ωB97M-V/def2-TZVPD

```
! RIJCOSX wB97M-V def2-TZVPD def2/J DEFGRID3
* xyz 2 2
Ti 0.94 0.31 -0.90
C 4.33 -1.90 0.40
C 3.17 -1.97 -0.58
C 2.25 -3.14 -0.23
C 3.64 -2.07 -2.01
O 2.38 -0.72 -0.41
Ge 3.73 1.06 -0.82
O 1.99 1.46 -1.96
C 2.20 2.10 -3.29
C 2.16 1.01 -4.34
C 3.54 2.81 -3.28
C 1.08 3.11 -3.47
O 2.86 1.85 0.50
C 3.55 2.72 1.48
C 2.92 2.46 2.83
C 5.03 2.38 1.51
C 3.33 4.15 1.03
H 4.85 -2.86 0.41
H 3.97 -1.71 1.41
H 5.06 -1.14 0.13
H 2.77 -4.07 -0.45
H 1.34 -3.13 -0.82
H 1.99 -3.14 0.83
H 4.26 -2.96 -2.11
H 4.26 -1.22 -2.30
H 2.81 -2.16 -2.71
H 2.95 0.28 -4.18
H 2.30 1.46 -5.32
H 1.20 0.49 -4.34
H 4.38 2.12 -3.23
H 3.60 3.53 -2.46
H 3.65 3.37 -4.21
H 0.14 2.62 -3.73
H 1.33 3.79 -4.29
H 0.94 3.71 -2.57
H 3.14 1.45 3.17
H 1.84 2.59 2.78
H 3.32 3.16 3.57
H 5.19 1.32 1.72
H 5.53 2.95 2.30
H 5.54 2.65 0.58
H 3.84 4.84 1.71
H 3.74 4.31 0.03
H 2.27 4.40 1.02
F -1.27 -2.39 -4.57
C -2.17 -1.43 -4.78
F -3.39 -1.97 -4.63
F -2.07 -1.04 -6.06
C -1.99 -0.25 -3.85
C -2.85 0.84 -4.04
C -2.76 1.95 -3.23
C -1.78 1.96 -2.25
N -0.95 0.93 -2.07
C -1.06 -0.17 -2.83
S 0.12 -1.38 -2.31
H -3.59 0.80 -4.83
H -3.42 2.79 -3.35
H -1.64 2.81 -1.59
C -1.41 -2.58 6.88
C -1.30 -2.32 5.41
C -2.33 -2.64 4.54
C -2.26 -2.44 3.17
C -3.43 -2.89 2.34
C -1.09 -1.82 2.67
As -0.96 -1.37 0.83
N -0.25 0.30 0.60
C -0.38 1.48 1.41
C -0.21 2.70 0.75
C -0.38 3.90 1.42
C -0.73 3.91 2.76
C -0.89 2.70 3.42
C -0.72 1.49 2.76
C -2.55 -1.51 -0.21
C -3.47 -0.47 -0.27
C -3.43 0.73 0.64
C -4.52 -0.60 -1.18
C -4.67 -1.72 -1.98
C -5.82 -1.83 -2.94
C -3.77 -2.77 -1.84
C -2.69 -2.69 -0.97
C -1.79 -3.89 -0.84
C 0.02 -1.55 3.52
C 1.33 -0.97 3.08
C -0.13 -1.79 4.88
H -2.44 -2.77 7.18
H -1.03 -1.75 7.46
H -0.83 -3.46 7.15
H -3.24 -3.09 4.94
H -4.08 -3.52 2.95
H -3.12 -3.48 1.48
H -4.02 -2.05 1.98
H 0.06 2.73 -0.30
H -0.24 4.83 0.89
H -0.88 4.84 3.28
H -1.16 2.69 4.47
H -0.87 0.57 3.30
H -2.92 0.52 1.57
H -4.44 1.04 0.88
H -2.93 1.58 0.17
H -5.26 0.20 -1.23
H -6.27 -0.86 -3.15
H -6.60 -2.48 -2.54
H -5.50 -2.27 -3.89
H -3.90 -3.67 -2.43
H -2.40 -4.79 -0.74
H -1.13 -3.86 0.03
H -1.17 -4.02 -1.73
H 1.52 -1.07 2.02
H 2.14 -1.47 3.61
H 1.37 0.09 3.31
H 0.70 -1.57 5.54
*
```

Results
- gap between HOMO and LUMO (alpha / beta) (eV) = 7.302 / 5.834
- E_HOMO (alpha / beta) (hartree) = -0.4842 / -0.4956

These are the Löwdin partial charges, in e, on atoms 1 to 2:
1. Ti 0.802
2. C -0.028



Formula: C42H57BClNO5P
Source: the Open Molecules 2025 dataset
Level of theory: ωB97M-V/def2-TZVPD

```
! RIJCOSX wB97M-V def2-TZVPD def2/J DEFGRID3
* xyz -1 1
C 0.08 -3.29 5.35
C -0.52 -4.12 4.12
C -0.57 -5.67 4.61
C -2.01 -3.74 3.71
C -2.16 -2.46 2.77
C -1.36 -1.16 3.27
C -1.87 -2.78 1.20
O -0.70 -3.58 1.00
B -0.46 -3.93 -0.41
Cl -1.83 -5.02 -1.15
C -0.28 -2.67 -1.43
C 1.12 -1.89 -1.31
C 0.98 -0.31 -1.04
C 0.88 0.07 0.51
O 1.83 -0.63 1.37
C 3.12 -0.01 1.25
O 4.02 -0.66 0.71
P 1.11 -5.11 -0.37
N 1.69 -5.41 -1.83
O 0.55 -6.60 0.28
O 2.31 -4.54 0.72
H -0.70 -2.90 6.07
H 0.73 -2.46 4.90
H 0.81 -3.93 5.98
H 0.24 -4.10 3.28
H -0.97 -6.37 3.80
H -1.35 -5.69 5.46
H 0.42 -6.02 5.07
H -2.58 -3.50 4.69
H -2.51 -4.65 3.22
H -3.27 -2.16 2.80
H -0.23 -1.32 3.36
H -1.83 -0.82 4.26
H -1.62 -0.32 2.52
H -1.82 -1.73 0.70
H -2.84 -3.24 0.81
H -1.11 -1.89 -1.40
H -0.31 -3.11 -2.50
H 1.67 -1.98 -2.32
H 1.84 -2.31 -0.54
H 0.03 0.11 -1.54
H 1.89 0.26 -1.46
H 0.96 1.21 0.66
H -0.15 -0.22 0.88
H 3.20 1.06 1.62
H 1.11 -4.85 -2.48
H -0.01 -6.38 1.05
H 1.93 -4.37 1.61
C -1.66 4.79 2.80
C -1.24 3.93 1.79
C -2.04 2.85 1.42
C -3.26 2.65 2.05
C -3.68 3.51 3.06
C -2.88 4.58 3.43
H -1.03 5.63 3.09
H -0.29 4.09 1.29
H -1.71 2.18 0.64
H -3.89 1.81 1.76
H -4.64 3.35 3.55
H -3.20 5.26 4.22
C 3.91 3.64 -5.21
C 2.58 4.04 -5.35
C 1.68 3.85 -4.31
C 2.12 3.26 -3.12
C 3.44 2.87 -2.98
C 4.34 3.05 -4.03
H 4.61 3.79 -6.03
H 2.25 4.50 -6.28
H 0.65 4.15 -4.42
H 1.42 3.12 -2.30
H 3.78 2.42 -2.05
H 5.37 2.74 -3.92
C -5.38 9.03 0.20
C -6.15 8.29 1.10
C -5.75 7.01 1.45
C -4.58 6.47 0.92
C -3.82 7.21 0.02
C -4.22 8.49 -0.34
H -5.70 10.03 -0.08
H -7.05 8.72 1.52
H -6.35 6.43 2.15
H -4.27 5.47 1.20
H -2.91 6.79 -0.39
H -3.63 9.07 -1.04
C 4.27 -6.42 6.06
C 4.29 -7.56 5.26
C 4.02 -7.47 3.90
C 3.73 -6.23 3.34
C 3.72 -5.09 4.13
C 3.98 -5.18 5.50
H 4.48 -6.50 7.12
H 4.52 -8.53 5.70
H 4.02 -8.35 3.28
H 3.52 -6.15 2.27
H 3.50 -4.12 3.69
H 3.96 -4.30 6.12
C 0.76 2.56 -8.31
C 0.77 1.43 -9.11
C 0.49 1.53 -10.47
C 0.20 2.77 -11.03
C 0.19 3.91 -10.22
C 0.46 3.80 -8.86
H 0.97 2.48 -7.25
H 1.00 0.46 -8.68
H 0.50 0.65 -11.10
H -0.01 2.86 -12.09
H -0.03 4.88 -10.66
H 0.45 4.69 -8.24
*
```

Results
- gap between HOMO and LUMO (eV) = 7.018
- E_HOMO (hartree) = -0.1873

These are the Löwdin partial charges, in e, on atoms 1 to 2:
1. C -0.107
2. C -0.380



Number 1: E -213050.743 eV. Number 2: E -78696.706 eV.